Molecular formula: C32H26CrN11O2
Method: DFT, the ωB97M-V functional and the def2-TZVPD basis

```
72
C32H26CrN11O2 | the OMol25 dataset | the ωB97M-V functional and the def2-TZVPD basis
Cr -0.0956 0.0757 0.4073
O 0.9281 2.0633 -2.8932
C 0.8734 1.4430 -1.8627
N -0.2673 1.0292 -1.2244
C -1.4357 0.7549 -2.0483
C -1.7680 -0.6918 -1.7866
C -2.6327 -1.4683 -2.5373
C -2.7904 -2.8074 -2.2171
C -2.0881 -3.3391 -1.1387
C -1.2657 -2.5039 -0.4177
N -1.1063 -1.2085 -0.7340
C 2.0903 0.8581 -1.2007
C 3.3729 1.1356 -1.6266
C 4.4196 0.3783 -1.1216
C 4.1292 -0.6493 -0.2323
C 2.8209 -0.8485 0.1620
N 1.8088 -0.1015 -0.2968
H -1.1930 0.9224 -3.0993
H -2.2857 1.3993 -1.8062
H -3.1578 -1.0255 -3.3728
H -3.4447 -3.4352 -2.8067
H -2.1748 -4.3804 -0.8647
H -0.7020 -2.8647 0.4372
H 3.5256 1.9164 -2.3593
H 5.4383 0.5702 -1.4298
H 4.9079 -1.2934 0.1510
H 2.5637 -1.6398 0.8562
C -5.1437 0.3282 2.8148
N -3.9297 0.6314 2.0649
C -2.8279 -0.0949 1.9252
N -1.9428 0.5929 1.2053
C -2.5879 1.7734 0.9439
N -3.7870 1.8164 1.4518
C -5.1961 1.0819 4.1273
C -6.3367 1.7798 4.4973
C -6.3953 2.4168 5.7298
C -5.3170 2.3751 6.5952
C -4.1632 1.6927 6.2157
C -4.1083 1.0437 4.9863
C -3.0159 1.6423 7.1050
N -2.9631 1.9064 8.3715
N -1.6805 1.7015 8.7738
C -1.0090 1.3195 7.7344
O -1.8005 1.2615 6.6334
C 0.4051 0.9995 7.6407
C 1.1293 0.7318 8.7970
C 2.4763 0.4242 8.6966
C 3.1008 0.4048 7.4605
C 2.3839 0.6987 6.3048
C 3.1362 0.7348 4.9874
N 2.2714 0.9098 3.8311
C 1.5831 -0.0077 3.1600
N 0.8617 0.5961 2.2184
C 1.1514 1.9264 2.3929
N 2.0006 2.1358 3.3583
C 1.0328 0.9845 6.3949
H -5.1649 -0.7475 2.9898
H -5.9931 0.6009 2.1925
H -2.6896 -1.0888 2.3194
H -2.1620 2.5872 0.3795
H -7.1866 1.8278 3.8273
H -7.2900 2.9546 6.0122
H -5.3490 2.8646 7.5590
H -3.2059 0.5046 4.7199
H 0.6298 0.7669 9.7554
H 3.0434 0.1957 9.5886
H 4.1581 0.1734 7.3956
H 3.7072 -0.1840 4.8562
H 3.8239 1.5785 4.9870
H 1.6311 -1.0660 3.3600
H 0.7248 2.7178 1.7966
H 0.4455 1.2256 5.5172
```

As for the total charge: +2. The lowest unoccupied orbital energy (alpha / beta) is -0.28117 / -0.25794 Ha. As for the expectation value of S²: 0.78. For the HOMO-LUMO gap (alpha / beta), the calculation gives 0.18504 / 0.20827 hartree. The HOMO energy (alpha / beta) is -12.69 / -12.69 eV. Its relative energy (zero: lowest compared OMol25 entry of this formula, charge and spin) is 8.1 kcal per mole. As for the spin multiplicity: 2.

***

Molecular formula: C32H26F5N2O2S3Se2Ti
Method: DFT, the ωB97M-V functional and the def2-TZVPD basis

```
73
C32H26F5N2O2S3Se2Ti | the OMol25 dataset | the ωB97M-V functional and the def2-TZVPD basis
Ti -0.4299 0.3149 -0.6409
O -0.2900 0.5859 1.1608
S -0.6564 0.4838 2.6777
C 0.3646 -0.9276 3.2674
C 1.8648 -0.7038 3.3754
C 2.5655 -0.3243 2.0693
C 2.5350 -1.4167 1.0056
S 2.7646 -0.5896 -0.6070
O 1.2669 -0.1627 -0.8824
C 3.0563 -2.0186 -1.6384
C 4.2419 -2.0202 -2.3690
C 4.5999 -3.1604 -3.0722
C 3.7724 -4.2738 -3.0485
C 2.5757 -4.2478 -2.3420
C 2.2100 -3.1215 -1.6269
C 0.2042 1.8873 3.4160
C 0.9872 2.7430 2.6577
C 1.5975 3.8229 3.2742
C 1.3910 4.0677 4.6243
C 0.5798 3.2222 5.3686
C -0.0149 2.1236 4.7670
H 0.0934 -1.7469 2.5970
H -0.0457 -1.1601 4.2506
H 2.2929 -1.6308 3.7623
H 2.0665 0.0751 4.1137
H 3.6012 -0.0793 2.3057
H 2.0994 0.5724 1.6497
H 1.5706 -1.9279 0.9592
H 3.3281 -2.1491 1.1372
H 4.8805 -1.1490 -2.3714
H 5.5234 -3.1843 -3.6305
H 4.0592 -5.1666 -3.5812
H 1.9318 -5.1130 -2.3374
H 1.2865 -3.1043 -1.0642
H 1.1170 2.5694 1.5931
H 2.2352 4.4729 2.6973
H 1.8605 4.9176 5.0943
H 0.3980 3.4209 6.4139
H -0.6387 1.4570 5.3429
Se 0.9187 2.7617 -1.7573
Se -0.6425 2.6177 -3.4517
C -0.7772 0.7176 -3.7420
C -0.9970 0.3264 -5.0634
C -1.0272 -1.0162 -5.3849
C -0.8236 -1.9328 -4.3563
C -0.6528 -1.4683 -3.0701
N -0.6455 -0.1586 -2.7302
C -0.3760 3.4063 -0.4552
C -0.3767 4.7004 0.0371
C -1.4231 5.0747 0.8696
C -2.4152 4.1445 1.1544
C -2.3153 2.8653 0.6268
N -1.3052 2.4914 -0.1673
H -1.1251 1.0882 -5.8194
H -1.1762 -1.3433 -6.4036
H -0.8113 -2.9939 -4.5503
H -0.4998 -2.1820 -2.2689
H 0.4074 5.3934 -0.2307
H -1.4744 6.0787 1.2648
H -3.2605 4.4117 1.7712
H -3.0819 2.1264 0.8357
F -6.8063 -2.0059 -1.1005
C -5.5097 -2.0228 -0.8887
C -4.7564 -0.8510 -1.0100
F -5.2922 0.3052 -1.3690
C -3.3990 -0.9115 -0.7416
F -2.5945 0.2482 -0.8356
C -2.7390 -2.0681 -0.3488
S -1.0542 -1.9813 0.0845
C -3.4940 -3.2469 -0.2932
F -2.8907 -4.3843 0.0128
C -4.8662 -3.2217 -0.5443
F -5.5632 -4.3297 -0.4443
```

As for the total charge: +3. The lowest unoccupied orbital energy is -0.36637 Ha. For the HOMO-LUMO gap, the calculation gives 0.22832 hartree. The HOMO energy is -16.18 eV. Its relative energy (zero: lowest compared OMol25 entry of this formula, charge and spin) is 19.5 kcal per mole. As for the spin multiplicity: 1.

***

Molecular formula: C32H26I2N2P2PdS2Se
Method: DFT, the ωB97M-V functional and the def2-TZVPD basis

```
68
C32H26I2N2P2PdS2Se | the OMol25 dataset | the ωB97M-V functional and the def2-TZVPD basis
Pd 11.3244 10.1343 9.4015
S 13.9458 7.3495 10.8844
P 12.8501 8.5748 12.1652
C 12.1418 10.0318 11.3997
P 11.8966 11.7139 11.7983
S 11.9847 12.3684 9.8451
C 10.2451 11.9128 12.5073
C 10.0240 11.6438 13.8630
C 8.7720 11.6433 14.3756
C 7.6923 11.9563 13.5842
C 7.8830 12.0942 12.2072
C 9.1574 12.0470 11.6439
C 13.0911 12.4615 12.8913
C 12.7717 13.3971 13.8632
C 13.7515 13.9828 14.6371
C 15.0582 13.4909 14.5578
C 15.4733 12.6418 13.5340
C 14.4606 12.1547 12.7064
C 11.4507 7.5647 12.7729
C 11.5761 6.1947 12.8087
C 10.5604 5.4585 13.4543
C 9.5680 6.0972 14.1474
C 9.5260 7.4807 14.2190
C 10.3949 8.2052 13.4074
C 13.8370 9.0225 13.6212
C 15.2226 8.7621 13.6764
C 15.8753 9.0954 14.8482
C 15.1867 9.5877 15.9953
C 13.8468 9.7995 15.8991
C 13.1228 9.4078 14.7220
H 10.9025 11.4272 14.4993
H 8.5826 11.4573 15.4022
H 6.6692 11.9732 13.9769
H 7.0178 12.1630 11.5055
H 9.2633 12.1386 10.5304
H 11.7798 13.7300 13.9513
H 13.5675 14.7551 15.4373
H 15.7813 13.8973 15.1975
H 16.5107 12.4040 13.4059
H 14.7193 11.4384 11.9709
H 12.3748 5.6572 12.3042
H 10.5546 4.3622 13.3142
H 8.8915 5.5240 14.6809
H 8.7871 8.0086 14.7949
H 10.3107 9.2978 13.3381
H 15.8029 8.3275 12.8413
H 16.9434 9.0488 14.8684
H 15.6889 9.9975 16.8902
H 13.2658 10.2824 16.6679
H 12.0260 9.3732 14.7511
I 11.8748 7.3749 8.5657
C 13.2578 8.1903 7.1834
I 12.5001 10.0154 6.2979
H 13.4844 7.4465 6.4285
H 14.2025 8.3786 7.7164
Se 8.0910 8.6502 9.9115
N 9.1903 9.8771 9.1273
C 8.3723 10.7190 8.4480
C 8.8523 11.9076 7.7528
C 7.9490 12.5571 7.0209
C 6.5417 12.1382 6.8607
C 6.1283 11.0446 7.5592
C 7.0410 10.2885 8.4030
N 6.6304 9.2656 9.1263
H 9.8452 12.1955 7.9472
H 8.2424 13.3624 6.3731
H 5.8516 12.6669 6.2405
H 5.1192 10.6810 7.4255
```

As for the total charge: +2. The lowest unoccupied orbital energy (alpha / beta) is -0.22835 / -0.30881 Ha. As for the expectation value of S²: 6.02. For the HOMO-LUMO gap (alpha / beta), the calculation gives 0.26626 / 0.20789 hartree. The HOMO energy (alpha / beta) is -13.46 / -14.06 eV. Its relative energy (zero: lowest compared OMol25 entry of this formula, charge and spin) is 0.0 kcal per mole. As for the spin multiplicity: 5.

***

Molecular formula: C32H27AsIrN2O6PSSe
Method: DFT, the ωB97M-V functional and the def2-TZVPD basis

```
72
C32H27AsIrN2O6PSSe | the OMol25 dataset | the ωB97M-V functional and the def2-TZVPD basis
Ir -0.8561 -1.2861 1.0137
O 2.3942 2.0445 2.2552
As 0.8841 1.2823 2.6877
O 0.9896 0.5008 4.0811
O 0.9143 0.0350 1.2666
C -0.2911 2.7356 2.2249
C 0.2988 3.9869 2.3794
C -0.4718 5.1342 2.2298
C -1.8193 5.0362 1.9313
C -2.4082 3.7886 1.7726
C -1.6481 2.6434 1.9166
S -2.4052 1.0699 1.6587
O -3.8179 1.2275 1.8380
O -1.6889 0.2007 2.6200
O -1.9971 0.6373 0.3045
H 3.0676 1.8035 2.9088
H 1.3470 4.0761 2.6172
H -0.0080 6.1024 2.3586
H -2.4203 5.9293 1.8268
H -3.4613 3.6890 1.5487
C 1.5144 0.1456 -3.8721
C 0.8300 0.8900 -2.9212
C 0.9916 0.6117 -1.5715
C 1.8457 -0.4189 -1.1874
C 2.5237 -1.1780 -2.1407
C 2.3590 -0.8885 -3.4847
P 2.0523 -0.8285 0.5302
C 3.6645 -0.3725 1.1200
C 4.5223 0.4092 0.3501
C 5.7481 0.7920 0.8723
C 6.1037 0.4047 2.1570
C 5.2464 -0.3746 2.9268
C 4.0257 -0.7744 2.4087
C 1.7435 -2.5329 0.8616
C 2.7740 -3.4686 0.8619
C 2.4519 -4.8096 0.9940
C 1.1153 -5.1766 1.1118
C 0.0999 -4.2307 1.1116
C 0.3734 -2.8634 0.9921
H 1.3871 0.3686 -4.9233
H 0.1662 1.6879 -3.2265
H 0.4351 1.1731 -0.8328
H 3.1676 -1.9961 -1.8385
H 2.8842 -1.4711 -4.2292
H 4.2306 0.7221 -0.6444
H 6.4229 1.3958 0.2810
H 7.0601 0.7081 2.5624
H 5.5311 -0.6742 3.9262
H 3.3497 -1.3754 3.0061
H 3.8089 -3.1604 0.7683
H 3.2299 -5.5602 1.0094
H 0.8615 -6.2243 1.2145
H -0.9240 -4.5646 1.2073
C -2.2633 -2.1934 -2.4400
N -3.2911 -1.4156 -1.7714
C -3.6441 -1.5009 -0.4828
Se -2.8809 -2.5802 0.8656
N -4.6280 -0.6225 -0.2561
C -4.8866 0.1053 -1.4083
C -5.7681 1.1401 -1.6829
C -5.7596 1.6344 -2.9739
C -4.9088 1.1107 -3.9566
C -4.0320 0.0778 -3.6801
C -4.0364 -0.4087 -2.3804
H -1.8018 -2.8559 -1.7135
H -1.5064 -1.5197 -2.8432
H -2.7081 -2.7777 -3.2445
H -4.9029 -0.3695 0.6824
H -6.4276 1.5401 -0.9252
H -6.4296 2.4420 -3.2346
H -4.9434 1.5226 -4.9558
H -3.3802 -0.3314 -4.4400
```

As for the total charge: +1. The lowest unoccupied orbital energy (alpha / beta) is -0.10124 / -0.11497 Ha. As for the expectation value of S²: 0.76. For the HOMO-LUMO gap (alpha / beta), the calculation gives 0.28002 / 0.25956 hartree. The HOMO energy (alpha / beta) is -10.37 / -10.19 eV. Its relative energy (zero: lowest compared OMol25 entry of this formula, charge and spin) is 5.7 kcal per mole. As for the spin multiplicity: 2.

***

Molecular formula: C32H27Cl2NO2
Method: DFT, the ωB97M-V functional and the def2-TZVPD basis

```
64
C32H27Cl2NO2 | the OMol25 dataset | the ωB97M-V functional and the def2-TZVPD basis
Cl -6.3946 1.1200 3.1822
C -4.8771 0.4123 3.4587
C -4.7551 -0.9853 3.4816
C -3.5564 -1.5665 3.8499
C -2.4476 -0.7613 4.2338
C -1.2506 -1.3852 4.6978
C 0.0157 -0.7841 4.6113
C 1.1906 -1.4850 4.3617
C 2.4525 -0.8678 4.0696
C 3.6055 -1.6779 3.8821
C 4.8582 -1.1082 3.7001
C 4.9887 0.2904 3.6697
Cl 6.5226 0.9945 3.4596
C 3.8508 1.1087 3.7217
C 2.5931 0.5403 3.9089
C -2.5601 0.6447 4.1159
C -3.7723 1.2212 3.7663
H -5.6162 -1.6004 3.2313
H -3.4381 -2.6561 3.8388
H -1.3167 -2.4596 4.8870
H 0.0864 0.3078 4.6939
H 1.1500 -2.5789 4.3386
H 3.4906 -2.7626 3.9201
H 5.7406 -1.7296 3.6040
H 3.9536 2.1858 3.6316
H 1.7096 1.1803 3.9541
H -1.6949 1.2626 4.3779
H -3.8754 2.3010 3.7390
C -5.5671 -4.9942 6.2915
C -5.3182 -3.5169 6.1149
O -4.1096 -3.2011 6.8559
C -3.7462 -1.8933 6.9645
C -2.3686 -1.8474 7.5019
N -1.7383 -0.7671 7.8356
C -0.4553 -0.7058 8.2181
C 0.0703 0.5658 8.6992
C 1.4524 0.8652 8.7994
C 1.8688 2.1124 9.2637
C 0.9221 3.0731 9.6531
C -0.4475 2.7705 9.5759
C -0.8630 1.5418 9.0635
C 0.3934 -1.9012 8.2048
C 1.3573 -2.1246 9.2118
C 2.0173 -3.3476 9.2878
C 1.7588 -4.3531 8.3502
C 0.8067 -4.1468 7.3487
C 0.1763 -2.9172 7.2652
O -4.4587 -0.9494 6.7029
H -6.2327 -5.3552 5.5051
H -4.6371 -5.5694 6.2462
H -6.0473 -5.1776 7.2571
H -5.1432 -3.2726 5.0585
H -6.1426 -2.9140 6.5054
H -2.0544 -2.8467 7.8676
H 2.1929 0.1139 8.5254
H 2.9342 2.3373 9.3336
H 1.2504 4.0469 10.0270
H -1.1975 3.4812 9.9164
H -1.9148 1.2935 8.9524
H 1.5631 -1.3348 9.9356
H 2.7325 -3.5134 10.0908
H 2.3018 -5.2954 8.3898
H 0.5564 -4.9249 6.6281
H -0.5025 -2.7274 6.4404
```

As for the total charge: 0. The lowest unoccupied orbital energy is -0.08423 Ha. For the HOMO-LUMO gap, the calculation gives 0.13353 hartree. The HOMO energy is -5.93 eV. As for the spin multiplicity: 1.

***

Molecular formula: C32H27F2N4O3Zr
Method: DFT, the ωB97M-V functional and the def2-TZVPD basis

```
69
C32H27F2N4O3Zr | the OMol25 dataset | the ωB97M-V functional and the def2-TZVPD basis
Zr -1.7551 -1.0859 -0.3392
C 4.2083 4.5022 -1.4330
O 3.4688 3.7621 -0.4735
C 3.9780 2.5822 -0.0589
C 5.1570 2.0188 -0.5359
C 5.5908 0.8127 -0.0046
C 4.8367 0.1378 0.9434
C 3.6675 0.7157 1.4357
C 3.2525 1.9336 0.9464
N 5.4245 -1.0589 1.4599
N 4.7493 -2.0498 1.7357
C 3.3348 -2.1003 1.4594
C 2.4697 -2.3435 2.5071
C 1.0782 -2.5366 2.3437
C 0.6313 -2.5149 1.0521
O -0.6400 -2.7328 0.5310
C 1.5137 -2.3618 -0.0085
N 0.8496 -2.5133 -1.2023
C 1.5105 -2.3368 -2.3511
C 2.8972 -2.0962 -2.2933
C 3.5906 -2.0187 -1.1131
C 2.8728 -2.1320 0.1125
H 3.6412 5.4116 -1.6089
H 4.3051 3.9447 -2.3682
H 5.1985 4.7582 -1.0502
H 5.7591 2.5205 -1.2788
H 6.5364 0.3873 -0.3162
H 3.1119 0.2468 2.2396
H 2.3801 2.4267 1.3507
H 2.8874 -2.3838 3.5045
H 0.4299 -2.7041 3.1901
H 0.9509 -2.4534 -3.2658
H 3.4193 -1.9973 -3.2340
H 4.6601 -1.8790 -1.1142
F -3.6958 -1.6012 4.8967
C -3.9772 -1.3613 3.6148
C -2.9416 -1.2971 2.6970
C -3.2177 -1.0425 1.3596
C -4.5577 -0.8633 0.9528
C -5.5606 -0.9443 1.9190
F -6.8509 -0.7723 1.5886
C -5.2968 -1.1876 3.2515
C -4.8116 -0.6279 -0.4864
C -6.0620 -0.5567 -1.1015
C -6.1435 -0.3691 -2.4678
C -4.9884 -0.2518 -3.2321
C -3.7824 -0.3301 -2.5767
N -3.6940 -0.5098 -1.2484
H -1.9311 -1.4444 3.0642
H -6.0972 -1.2380 3.9749
H -6.9589 -0.6566 -0.5149
H -7.1150 -0.3208 -2.9410
H -5.0209 -0.1096 -4.3015
H -2.8429 -0.2593 -3.1162
C -0.3612 3.0730 -1.0367
C -1.0626 1.8529 -0.4407
C -1.1189 1.9683 1.0824
C -0.3563 0.5407 -0.8416
H -0.8334 4.0012 -0.7098
H -0.3830 3.0492 -2.1274
H 0.6849 3.0967 -0.7290
H -2.0977 1.8519 -0.8223
H -0.1058 2.0038 1.4897
H -1.6344 1.1274 1.5650
H -1.6404 2.8727 1.3977
H 0.6334 0.5082 -0.3618
H -0.1707 0.5135 -1.9277
O -1.5236 -2.5578 -1.6617
C -0.4507 -3.0196 -0.9708
```

As for the total charge: +1. The lowest unoccupied orbital energy (alpha / beta) is -0.13219 / -0.13227 Ha. For the HOMO-LUMO gap (alpha / beta), the calculation gives 0.23226 / 0.23187 hartree. The HOMO energy (alpha / beta) is -9.92 / -9.91 eV. Its relative energy (zero: lowest compared OMol25 entry of this formula, charge and spin) is 86.6 kcal per mole. As for the spin multiplicity: 1.